Here is a molecular structure, C32H32BrN4O5S4Tl from OMol25. Energies are from ωB97M-V with the def2-TZVPD basis set.

Geometry as XYZ:
```
79
Properties=species:S:1:pos:R:3
Tl -0.44 -0.61 0.68
S -2.42 -0.69 2.32
C -1.37 -0.38 3.65
S 0.26 0.04 3.34
C -1.86 -0.51 4.97
C -3.23 -0.78 5.24
N -4.33 -0.98 5.50
C -1.00 -0.56 6.09
N -0.33 -0.71 7.03
O -1.17 -3.66 6.67
C -0.87 -3.68 5.35
C 0.34 -3.21 4.86
C 0.52 -3.16 3.49
N -0.41 -3.57 2.62
C -1.50 -4.09 3.12
Br -2.77 -4.72 1.85
C -1.81 -4.19 4.46
H -0.70 -2.90 7.07
H 1.09 -2.80 5.53
H 1.42 -2.73 3.07
H -2.76 -4.56 4.81
C -4.62 7.71 -5.85
C -3.84 6.86 -4.87
O -3.90 7.01 -3.68
S -2.86 5.62 -5.70
C -2.30 4.61 -4.37
C -1.30 5.05 -3.51
C -0.87 4.24 -2.48
C -1.43 2.97 -2.29
C -2.42 2.53 -3.16
C -2.86 3.34 -4.19
C -1.00 2.10 -1.23
C -0.78 1.26 -0.39
H -4.70 8.72 -5.46
H -5.63 7.29 -5.92
H -4.18 7.71 -6.84
H -0.86 6.03 -3.66
H -0.09 4.57 -1.81
H -2.84 1.54 -3.02
H -3.63 3.00 -4.87
C 6.36 -0.15 -0.24
C 4.95 0.21 0.18
C 4.68 1.45 0.73
C 3.36 1.75 1.09
C 3.00 3.09 1.67
C 2.37 0.81 0.91
C 2.59 -0.47 0.36
C 3.94 -0.72 0.00
N 1.56 -1.38 0.22
C 1.75 -2.63 -0.55
C 0.40 -3.33 -0.71
C 2.63 -3.63 0.22
C 2.22 -2.35 -1.99
H 7.05 0.66 -0.01
H 6.41 -0.34 -1.31
H 6.71 -1.05 0.27
H 5.46 2.19 0.87
H 3.89 3.66 1.93
H 2.38 2.98 2.56
H 2.42 3.67 0.95
H 1.37 1.11 1.21
H 4.23 -1.66 -0.43
H -0.02 -3.62 0.25
H 0.53 -4.23 -1.32
H -0.30 -2.68 -1.22
H 2.12 -3.92 1.14
H 3.62 -3.27 0.49
H 2.77 -4.54 -0.38
H 1.45 -1.78 -2.50
H 2.36 -3.30 -2.52
H 3.15 -1.79 -2.06
C -3.02 -3.12 -2.55
S -2.49 -1.50 -2.04
O -1.28 -1.21 -2.78
O -3.60 -0.60 -2.30
O -2.23 -1.70 -0.58
H -3.03 -3.14 -3.64
H -4.02 -3.30 -2.16
H -2.32 -3.85 -2.15
```

Values from the calculation:
Relative energy (zero: lowest compared OMol25 entry of this formula, charge and spin) in eV: 0.0000
Maximum force in eV Å⁻¹: 0.57
Charge: -2
E_HOMO in hartree: -0.0984
DFT total energy in hartree: -6173.1378
Gap between HOMO and LUMO in eV: 6.04